1.
{
  "formula": "C21H46GaIN4OSi4Te",
  "method": "ωB97M-V/def2-TZVPD",
  "species": ["C", "I", "H", "H", "H", "C", "C", "N", "C", "N", "H", "H", "C", "C", "N", "H", "N", "H", "Ga", "C", "O", "C", "C", "H", "H", "H", "C", "H", "H", "H", "C", "H", "H", "H", "C", "H", "H", "H", "C", "Si", "C", "C", "Si", "Te", "Si", "C", "C", "C", "Si", "C", "C", "C", "H", "H", "H", "H", "H", "H", "H", "H", "H", "H", "H", "H", "H", "H", "H", "H", "H", "H", "H", "H", "H", "H", "H", "H", "H", "H", "H"],
  "xyz": [[-0.98058, 6.62697, -2.83642], [1.62853, 6.14057, 0.41717], [-0.61069, 7.15755, -1.92495], [-2.09296, 6.66048, -2.80021], [-0.46459, 7.15689, -3.66744], [3.44061, 1.47589, -1.29297], [3.73269, 1.95552, -0.07681], [2.67364, 2.74084, 0.30502], [1.74637, 2.85917, -0.70112], [2.22536, 1.99914, -1.66802], [3.99573, 0.79394, -1.91266], [4.60186, 1.80878, 0.54326], [-3.34824, 2.35644, -0.14945], [-1.39491, 3.49889, -0.31734], [-2.19762, 2.52983, -0.88581], [-4.00552, 3.40666, 1.66412], [-2.12620, 3.91212, 0.76678], [-4.07479, 1.61629, -0.41204], [0.36909, 4.28852, -0.72892], [-0.39860, 5.30865, -2.67858], [-0.02700, 4.45581, -3.43308], [-3.30666, 3.22230, 0.86840], [-1.75157, 4.94403, 1.69704], [-2.42887, 4.84540, 2.55621], [-1.86254, 5.95450, 1.26797], [-0.70896, 4.82125, 2.02774], [-1.90777, 1.67089, -2.01652], [-2.87330, 1.28029, -2.36731], [-1.29711, 0.80656, -1.70815], [-1.40386, 2.20902, -2.82844], [1.53776, 1.53972, -2.84881], [2.29889, 1.15665, -3.53872], [0.96192, 2.34293, -3.32107], [0.85977, 0.69941, -2.62988], [2.63623, 3.27090, 1.63692], [1.66592, 3.71104, 1.87924], [3.39811, 4.04616, 1.75330], [2.83840, 2.46335, 2.35366], [1.23400, -1.65227, 3.74314], [-0.29103, -2.09959, 2.73453], [-0.55005, -3.99141, 3.00632], [-1.84938, -1.30519, 3.45679], [0.01680, -2.44042, 0.37309], [-0.03131, -0.06819, 0.89043], [2.06117, -3.35266, -0.29048], [2.19885, -5.08645, 0.42820], [2.02051, -3.44133, -2.16658], [3.45876, -2.25152, 0.30420], [-1.82288, -3.41251, -0.69803], [-1.57895, -5.27845, -0.62334], [-3.38288, -2.89775, 0.21008], [-1.84888, -2.82684, -2.47572], [1.01623, -1.89146, 4.79947], [1.49275, -0.58416, 3.67722], [2.11508, -2.24176, 3.44020], [-0.70806, -4.10901, 4.09051], [-1.43327, -4.39079, 2.48693], [0.32563, -4.58989, 2.71792], [-1.83196, -0.20843, 3.39204], [-2.76613, -1.66498, 2.96794], [-1.89873, -1.58846, 4.52074], [1.32305, -5.71076, 0.21442], [3.07598, -5.56623, -0.02775], [2.35266, -5.06776, 1.51385], [2.09081, -2.44109, -2.61562], [2.89070, -4.02524, -2.50026], [1.11551, -3.92684, -2.55486], [3.33975, -1.20889, -0.01938], [3.55103, -2.25105, 1.39843], [4.40043, -2.63359, -0.11807], [-1.58819, -5.66149, 0.40276], [-2.41478, -5.73919, -1.16502], [-0.64767, -5.59991, -1.10241], [-3.54057, -1.81096, 0.16756], [-4.23541, -3.38518, -0.28687], [-3.38801, -3.20018, 1.26588], [-2.09871, -1.75750, -2.54300], [-0.89362, -2.98340, -2.99502], [-2.62778, -3.39056, -3.01234]],
  "mulliken_charge": [-1.35, 0.76, 0.28, 0.31, 0.37, -0.65, -0.67, 0.78, 0.29, 0.52, 0.46, 0.52, -0.48, -0.29, 0.69, 0.43, 0.55, 0.42, -3.56, 0.61, -0.50, -0.63, -0.89, 0.27, 0.32, 0.32, -0.36, 0.37, -0.17, 0.24, -0.55, 0.37, 0.19, 0.03, -1.23, 0.33, 0.41, 0.33, -1.06, 0.59, -1.22, -1.08, -0.03, -0.45, 0.66, -1.11, -1.02, -0.68, 0.51, -1.06, -1.01, -0.84, 0.34, 0.23, 0.20, 0.43, 0.13, 0.19, 0.26, 0.23, 0.34, 0.26, 0.38, 0.26, 0.21, 0.38, 0.21, -0.11, 0.23, 0.36, 0.30, 0.38, 0.23, 0.17, 0.40, 0.21, 0.09, 0.25, 0.34],
  "charge": -2,
  "homo_lumo_gap_ha": [0.005, 0.102],
  "homo_energy_ha": [0.08357, 0.03935]
}


2.
{
  "formula": "C2H2N2O2S",
  "method": "ωB97M-V/def2-TZVPD",
  "species": ["C", "N", "S", "H", "O", "C", "N", "O", "H"],
  "xyz": [[-3.36277, -0.28985, 0.33764], [-2.22717, -0.41112, 0.58831], [-0.87797, -0.63475, 1.18344], [-4.33631, -0.12004, 0.23301], [0.76354, 0.76730, -2.09288], [1.49978, 0.55035, -1.24149], [2.51383, 0.30344, -0.62121], [2.54644, -0.09751, 0.76689], [3.48063, -0.06781, 0.84631]],
  "mulliken_charge": [-0.16, -0.04, -0.20, 0.43, -0.35, 0.59, -0.33, -0.27, 0.34],
  "smiles": "C#[N+][S-].O=C=NO",
  "e_above_lowest_kcal_mol": 103.6,
  "homo_lumo_gap_ha": 0.335,
  "homo_energy_ha": -0.32141
}


3.
{
  "formula": "C2H4OS",
  "method": "ωB97M-V/def2-TZVPD",
  "species": ["C", "O", "C", "S", "H", "H", "H", "H"],
  "xyz": [[1.61179, -0.98142, 1.17984], [0.99994, -0.45043, -0.04866], [-0.30293, -0.22496, -0.01591], [-1.26989, 0.97648, -0.70078], [1.28427, -1.96952, 1.27324], [1.51565, -0.40034, 2.15874], [2.70360, -1.31567, 0.82344], [-1.03796, -1.09640, 0.36270]],
  "mulliken_charge": [-0.69, -0.22, -0.02, -0.22, 0.38, 0.28, 0.25, 0.24],
  "smiles": "COC=S",
  "e_above_lowest_kcal_mol": 49.4,
  "homo_lumo_gap_ha": 0.322,
  "homo_energy_ha": -0.32169
}


4.
{
  "formula": "C4H9NO2",
  "method": "ωB97M-V/def2-TZVPD",
  "species": ["C", "N", "C", "O", "C", "C", "O", "H", "H", "H", "H", "H", "H", "H", "H", "H"],
  "xyz": [[2.16727, -0.42368, -0.99057], [0.90119, 0.13736, -0.56573], [0.86951, 0.88197, 0.45630], [-0.23733, 1.35196, 1.03011], [-1.52986, 0.84300, 0.64544], [-1.63209, -0.67791, 0.50574], [-1.55894, -1.12890, -0.81890], [2.11934, -1.50780, -0.84133], [2.31735, -0.25024, -2.06083], [3.04528, -0.04132, -0.44765], [1.74549, 1.22623, 1.02051], [-2.17263, 1.20047, 1.45342], [-1.86024, 1.29303, -0.29573], [-0.86492, -1.12787, 1.15593], [-2.60902, -0.98999, 0.88565], [-0.70041, -0.78630, -1.13238]],
  "mulliken_charge": [-0.91, -0.39, 0.08, -0.34, -0.41, -0.37, -0.55, 0.29, 0.26, 0.36, 0.35, 0.29, 0.30, 0.24, 0.35, 0.45],
  "smiles": "C/N=C/OCCO",
  "e_above_lowest_kcal_mol": 44.1,
  "homo_lumo_gap_ha": 0.398,
  "homo_energy_ha": -0.36134
}


Repeat the fourth record exactly.
{
  "formula": "C4H9NO2",
  "method": "ωB97M-V/def2-TZVPD",
  "species": ["C", "N", "C", "O", "C", "C", "O", "H", "H", "H", "H", "H", "H", "H", "H", "H"],
  "xyz": [[2.16727, -0.42368, -0.99057], [0.90119, 0.13736, -0.56573], [0.86951, 0.88197, 0.45630], [-0.23733, 1.35196, 1.03011], [-1.52986, 0.84300, 0.64544], [-1.63209, -0.67791, 0.50574], [-1.55894, -1.12890, -0.81890], [2.11934, -1.50780, -0.84133], [2.31735, -0.25024, -2.06083], [3.04528, -0.04132, -0.44765], [1.74549, 1.22623, 1.02051], [-2.17263, 1.20047, 1.45342], [-1.86024, 1.29303, -0.29573], [-0.86492, -1.12787, 1.15593], [-2.60902, -0.98999, 0.88565], [-0.70041, -0.78630, -1.13238]],
  "mulliken_charge": [-0.91, -0.39, 0.08, -0.34, -0.41, -0.37, -0.55, 0.29, 0.26, 0.36, 0.35, 0.29, 0.30, 0.24, 0.35, 0.45],
  "smiles": "C/N=C/OCCO",
  "e_above_lowest_kcal_mol": 44.1,
  "homo_lumo_gap_ha": 0.398,
  "homo_energy_ha": -0.36134
}